Run a
19
Properties=species:S:1:pos:R:3:nbo_charge:R:1 method="wB97M-V/def2-TZVPD" charge=0 multiplicity=1 smiles="C=NN.CCOC" lumo_energy_ev="0.8 / 0.9"
C 0.180 -0.489 -2.319 -0.15
C -0.320 -0.779 1.012 -0.06
C -1.179 1.449 0.009 -0.25
C -0.370 -0.252 2.428 -0.65
N 1.395 -0.921 -2.242 -0.27
N 2.272 -0.425 -1.329 -0.63
O -0.235 0.401 -0.049 -0.60
H 3.181 -0.215 -1.714 0.37
H 1.889 0.285 -0.704 0.37
H -0.677 -0.974 -1.851 0.16
H -0.120 -0.169 -3.313 0.14
H -1.207 -1.367 0.762 0.18
H 0.587 -1.354 0.826 0.21
H -2.192 1.057 -0.143 0.16
H -1.142 1.968 0.971 0.16
H -0.893 2.195 -0.734 0.20
H -1.286 0.302 2.628 0.21
H -0.369 -1.093 3.123 0.22
H 0.488 0.382 2.640 0.22



Run b
19
Properties=species:S:1:pos:R:3:nbo_charge:R:1 method="wB97M-V/def2-TZVPD" charge=0 multiplicity=1 smiles="CC(C)NO.C=N" lumo_energy_ev=0.9
C -0.838 -1.085 -1.330 -0.63
N -0.129 -1.491 1.037 -0.34
C -0.391 -0.495 0.005 -0.07
C -1.377 0.513 0.559 -0.62
O 0.979 -2.323 0.666 -0.60
H 1.676 -2.098 1.294 0.47
H -0.922 -2.128 1.100 0.33
H -0.917 -0.304 -2.082 0.21
H -0.116 -1.827 -1.667 0.22
H -1.810 -1.566 -1.226 0.20
H -2.383 0.102 0.606 0.20
H -1.090 0.835 1.555 0.22
C 1.795 1.844 -0.321 -0.06
N 0.906 2.664 0.043 -0.60
H 0.882 2.848 1.047 0.34
H -1.300 1.430 -0.072 0.24
H 2.515 1.336 0.331 0.15
H 1.937 1.702 -1.388 0.17
H 0.581 0.044 -0.157 0.19



The most stable arrangement is run b, and the next structure is 61.8 kcal/mol less stable.



Run a
19
Properties=species:S:1:pos:R:3:nbo_charge:R:1 method="wB97M-V/def2-TZVPD" charge=0 multiplicity=1 smiles=CNCCNCO lumo_energy_ev=1.0
C 0.234 1.158 0.801 -0.22
N -0.748 -0.055 0.642 -0.68
C -1.422 -0.693 1.853 0.10
O -2.346 -1.724 1.378 -0.73
C 1.246 1.012 -0.402 -0.22
N 0.895 0.133 -1.547 -0.68
C 2.052 0.233 -2.586 -0.39
H -0.466 1.978 0.945 0.21
H 0.826 0.940 1.702 0.18
H -0.448 -0.648 -0.042 0.34
H -1.943 -0.030 2.566 0.17
H -0.716 -1.328 2.402 0.15
H -2.569 -1.461 0.498 0.47
H 2.243 0.841 0.049 0.18
H 1.283 2.084 -0.907 0.17
H 0.093 -0.423 -1.487 0.38
H 1.934 1.243 -2.939 0.18
H 2.989 0.286 -2.102 0.19
H 1.859 -0.503 -3.370 0.21



Run b
19
Properties=species:S:1:pos:R:3:nbo_charge:R:1 method="wB97M-V/def2-TZVPD" charge=0 multiplicity=1 smiles=NCC[C@@H](N)CO lumo_energy_ev=0.9
C -0.419 -2.000 0.279 -0.10
O 1.020 -2.452 0.520 -0.72
C -0.488 -0.609 -0.315 -0.08
C 0.081 0.347 0.834 -0.44
C 0.454 1.687 0.296 -0.24
N -0.873 2.366 0.010 -0.82
N 0.181 -0.659 -1.662 -0.92
H -0.861 -2.004 1.334 0.20
H -0.818 -2.641 -0.501 0.19
H 1.377 -2.415 -0.352 0.44
H -1.577 -0.190 -0.434 0.21
H 0.984 -0.316 1.229 0.22
H -0.570 0.347 1.718 0.21
H 1.197 1.583 -0.575 0.20
H 0.956 2.222 1.086 0.17
H -1.045 2.732 0.893 0.34
H -0.559 3.215 -0.493 0.34
H 0.043 0.196 -2.273 0.42
H 0.919 -1.409 -1.595 0.37



The most stable arrangement is run b, and the next structure is 21.0 kcal/mol less stable.



Run a
19
Properties=species:S:1:pos:R:3:nbo_charge:R:1 method="wB97M-V/def2-TZVPD" charge=0 multiplicity=1 smiles=NCCNCCO lumo_energy_ev=0.9
N 2.375 -0.467 -1.282 -0.86
C 1.107 -0.156 -2.050 -0.23
C 0.201 0.814 -1.207 -0.24
N -0.883 0.218 -0.284 -0.65
C -0.818 0.696 1.076 -0.25
C -1.125 -0.307 2.236 -0.07
O -2.231 -1.201 2.032 -0.70
H -2.728 -0.642 1.435 0.47
H 2.055 -0.680 -0.294 0.35
H 2.889 -1.262 -1.718 0.36
H 1.290 0.219 -3.105 0.20
H 0.628 -1.097 -2.124 0.17
H -0.310 1.344 -2.026 0.20
H 0.900 1.531 -0.620 0.20
H -0.759 -0.846 -0.268 0.36
H -1.529 1.473 1.421 0.19
H 0.292 0.942 1.225 0.18
H -0.192 -0.861 2.349 0.16
H -1.161 0.282 3.205 0.17



Run b
19
Properties=species:S:1:pos:R:3:nbo_charge:R:1 method="wB97M-V/def2-TZVPD" charge=0 multiplicity=1 smiles=CN(O)C(C)(C)N lumo_energy_ev=0.8
C 0.493 0.093 -0.074 0.29
C -1.829 0.330 0.675 -0.47
C 0.600 -1.435 -0.050 -0.67
C 1.003 0.733 1.208 -0.63
N -0.734 0.645 -0.512 -0.15
N 1.511 0.696 -1.234 -0.88
O -1.126 0.074 -1.723 -0.60
H -1.928 -0.472 -1.725 0.46
H 1.937 -0.033 -1.798 0.35
H 1.021 1.283 -1.904 0.37
H 1.644 -1.699 0.107 0.22
H 0.610 0.237 2.093 0.20
H -1.525 0.609 1.677 0.22
H -2.128 -0.723 0.640 0.18
H -2.664 0.969 0.396 0.21
H 0.275 -1.879 -0.989 0.22
H 0.015 -1.854 0.768 0.21
H 0.738 1.786 1.223 0.23
H 2.087 0.641 1.222 0.24



The most stable arrangement is run a, and the next structure is 14.5 kcal/mol less stable.



Run a
19
Properties=species:S:1:pos:R:3:nbo_charge:R:1 method="wB97M-V/def2-TZVPD" charge=0 multiplicity=1 smiles=NCNCCCO lumo_energy_ev=0.9
C -0.158 -0.189 0.698 -0.20
C 0.264 -1.689 0.539 -0.45
C 1.603 -1.895 -0.218 -0.07
O 2.570 -2.247 0.823 -0.74
N -0.661 0.577 -0.490 -0.70
C -1.508 1.723 -0.105 -0.03
N -1.706 2.823 -1.115 -0.84
H -1.039 -0.184 1.440 0.19
H 0.638 0.455 1.078 0.17
H -0.564 -1.956 -0.202 0.22
H 0.420 -2.236 1.441 0.24
H 1.941 -0.992 -0.780 0.16
H 1.744 -2.801 -0.905 0.17
H 3.440 -2.404 0.256 0.46
H -0.145 0.681 -1.392 0.39
H -2.451 1.293 0.151 0.17
H -1.094 2.163 0.807 0.13
H -2.362 3.412 -0.690 0.35
H -0.930 3.465 -1.336 0.36



Run b
19
Properties=species:S:1:pos:R:3:nbo_charge:R:1 method="wB97M-V/def2-TZVPD" charge=0 multiplicity=1 smiles=NC[C@@H](N)CCO lumo_energy_ev=1.0
N -1.092 1.432 1.088 -0.84
C -0.296 0.360 0.468 -0.06
C -1.180 -0.529 -0.417 -0.43
C -0.390 -1.515 -1.261 -0.06
O 0.423 -2.373 -0.470 -0.73
C 0.902 0.942 -0.240 -0.23
N 1.670 1.696 0.746 -0.83
H -1.933 0.990 1.454 0.35
H -0.587 1.762 1.904 0.36
H 0.112 -0.317 1.233 0.18
H -1.899 -1.070 0.194 0.20
H -1.807 0.106 -1.052 0.21
H -1.138 -2.129 -1.790 0.16
H 0.213 -1.085 -2.028 0.18
H -0.125 -3.079 -0.123 0.47
H 1.585 0.226 -0.687 0.20
H 0.593 1.645 -1.023 0.17
H 2.566 1.973 0.370 0.35
H 1.197 2.593 0.850 0.35



The most stable arrangement is run b, and the next structure is 41.4 kcal/mol less stable.



Run a
19
Properties=species:S:1:pos:R:3:nbo_charge:R:1 method="wB97M-V/def2-TZVPD" charge=0 multiplicity=1 lumo_energy_ev="0.6 / 0.6"
C -1.109 -0.653 0.174 -0.02
C -0.714 -0.782 -1.201 -0.69
C 0.678 -0.410 1.497 -0.63
C -2.100 0.408 0.551 -0.66
H -1.195 -1.577 0.735 0.20
H -0.291 -1.747 -1.473 0.22
H 0.165 0.023 -1.382 0.26
H -1.440 -0.422 -1.934 0.22
H -1.866 1.351 0.056 0.22
H -0.016 -0.371 2.327 0.18
H 1.008 -1.401 1.211 0.18
H 1.538 0.163 1.810 0.19
H -3.115 0.103 0.263 0.21
H -2.111 0.594 1.625 0.22
N 2.501 0.591 -1.062 -0.65
N 1.217 1.127 -1.015 0.16
O 0.859 1.414 0.145 -0.35
H 3.112 0.941 -0.327 0.37
H 2.878 0.646 -1.999 0.37



Run b
19
Properties=species:S:1:pos:R:3:nbo_charge:R:1 method="wB97M-V/def2-TZVPD" charge=0 multiplicity=1 smiles=NCCCNCO lumo_energy_ev=1.0
C -0.253 0.585 -0.991 -0.21
C -0.427 -0.906 -1.324 -0.43
C 0.574 -1.896 -0.636 -0.23
N 0.362 -1.897 0.867 -0.86
N -0.311 0.848 0.397 -0.66
C -0.070 2.306 0.820 0.13
O -0.121 2.572 2.137 -0.71
H 0.708 0.983 -1.422 0.16
H -1.159 1.028 -1.397 0.19
H -1.351 -0.949 -0.734 0.21
H -0.621 -1.044 -2.401 0.22
H 0.481 -3.020 -1.000 0.18
H 1.679 -1.646 -0.704 0.19
H 0.575 -2.898 0.984 0.36
H -0.708 -1.749 1.085 0.36
H 0.409 0.401 0.872 0.36
H 0.987 2.637 0.410 0.11
H -0.888 2.860 0.337 0.16
H 0.134 1.786 2.702 0.48



Run c
19
Properties=species:S:1:pos:R:3:nbo_charge:R:1 method="wB97M-V/def2-TZVPD" charge=0 multiplicity=1 lumo_energy_ev=-0.1
C -1.285 -0.260 -0.590 -0.30
C -0.207 -1.152 -1.008 -0.46
C 0.805 -1.617 0.083 -0.21
N 1.931 -0.728 0.161 -0.87
N -0.048 1.357 -0.382 -0.56
C -0.471 2.025 0.775 0.00
O -0.160 1.593 2.067 -0.73
H -2.134 -0.249 -1.207 0.23
H -1.602 -0.335 0.596 0.23
H -0.684 -2.025 -1.457 0.22
H 0.368 -0.609 -1.819 0.23
H 0.233 -1.608 1.033 0.17
H 1.033 -2.656 -0.165 0.20
H 2.714 -1.049 -0.473 0.36
H 1.583 0.159 -0.175 0.39
H -0.890 0.829 -0.884 0.27
H -0.141 3.096 0.803 0.20
H -1.631 2.175 0.817 0.15
H 0.587 1.054 1.823 0.47



Run d
19
Properties=species:S:1:pos:R:3:nbo_charge:R:1 method="wB97M-V/def2-TZVPD" charge=0 multiplicity=1 lumo_energy_ev="0.8 / 0.8"
C -0.174 0.755 -0.161 0.34
C -0.150 -0.621 -0.091 -0.36
C -2.154 -0.506 0.575 -0.25
C 2.829 0.199 0.109 -0.45
N 1.860 -0.101 -0.914 -0.86
N -3.103 -0.590 -0.463 -0.83
O 0.145 1.589 0.841 -0.66
H 0.743 1.144 1.458 0.49
H 1.953 0.554 -1.692 0.32
H -0.662 1.265 -0.982 0.19
H -3.247 0.271 -0.974 0.36
H -2.963 -1.359 -1.105 0.37
H 0.335 -1.124 0.735 0.22
H -0.375 -1.196 -0.976 0.24
H -2.078 -1.424 1.154 0.19
H -2.320 0.345 1.228 0.19
H 3.873 0.038 -0.211 0.19
H 2.799 1.237 0.502 0.14
H 2.688 -0.477 0.967 0.16



The most stable arrangement is run b, and the next structure is 77.2 kcal/mol less stable.



Run a
19
Properties=species:S:1:pos:R:3:nbo_charge:R:1 method="wB97M-V/def2-TZVPD" charge=0 multiplicity=1 lumo_energy_ev=0.5
C -0.291 -2.119 0.839 -0.27
C 0.252 -0.404 0.927 0.61
N -0.804 0.341 1.434 -0.85
N 0.184 -2.841 -0.279 -0.83
O 1.375 -0.283 1.389 -0.63
H -1.663 0.320 0.904 0.37
H -0.527 1.259 1.750 0.38
H 1.156 -2.605 -0.455 0.37
H -0.367 -2.647 -1.107 0.35
H 0.171 -2.511 1.747 0.21
H -1.351 -2.320 1.010 0.19
C 0.389 2.521 -0.824 -0.63
C 0.095 1.112 -1.309 -0.63
H -0.390 2.842 -0.130 0.20
H 0.480 3.247 -1.633 0.23
H 1.324 2.507 -0.261 0.22
H 0.765 0.906 -2.146 0.25
H -0.894 0.896 -0.895 0.24
H 0.097 -0.221 -0.960 0.22



Run b
19
Properties=species:S:1:pos:R:3:nbo_charge:R:1 method="wB97M-V/def2-TZVPD" charge=0 multiplicity=1 lumo_energy_ev=0.9
C -0.583 -1.968 -0.922 -0.63
C -0.922 -0.432 -1.413 -0.43
C -1.395 0.387 -0.138 -0.22
N -0.415 0.856 0.932 -0.65
C 0.351 2.013 0.739 0.31
N 1.564 2.173 1.185 -0.78
H -0.120 -2.154 0.077 0.22
H -1.538 -2.571 -0.812 0.20
H -0.031 -2.462 -1.683 0.21
H -1.657 -0.602 -2.260 0.23
H 0.055 -0.081 -2.018 0.21
H -1.699 1.400 -0.438 0.20
H -2.356 -0.073 0.220 0.21
H 0.066 0.266 1.636 0.41
H -0.166 2.881 0.126 0.17
H 1.645 1.716 2.110 0.35
H 3.064 -0.796 0.888 0.47
H 1.952 0.061 0.568 0.48
O 2.185 -0.613 1.202 -0.95



The most stable arrangement is run b, and the next structure is 54.4 kcal/mol less stable.